(1)
2 unconnected molecules or ions with the total composition CH3Cl2N3. Source: OMol25; level of theory: ωB97M-V/def2-TZVPD.

**E_LUMO**: -0.031 eV
**HOMO-LUMO gap**: 10.36 eV
**Energy above the lowest of the compared OMol25 structures with the same formula, charge and spin**: 171.05 kJ/mol
**HOMO**: -10.39 eV
**SMILES**: N#CNNCl.Cl

CARTESIAN COORDINATES (ANGSTROEM)
C (0.6938, 0.2411, 0.8062)
N (-1.0090, -1.9230, 1.4887)
N (-0.0281, -1.0033, 0.8117)
N (1.3801, 1.1430, 0.6978)
Cl (-2.6234, -1.2143, 1.2389)
Cl (2.2627, 3.4517, -1.4348)
H (-1.0328, -1.9243, 2.5046)
H (0.0024, -1.5681, -0.1274)
H (2.5671, 3.5328, -0.2040)

Forces on the atoms, in the same order (eV/Å):
-3.5229 -4.7056 1.0681
0.2288 2.7949 -0.7437
0.9727 -2.0122 -2.7489
0.8720 1.3697 0.0431
-0.1615 -0.2310 -0.0104
-0.0082 0.1307 -0.3973
1.0691 0.4871 0.1777
0.5473 2.2725 2.3234
0.0028 -0.1062 0.2880

Mulliken population analysis, charges in e, atoms 1 to 8: 0.227 -0.386 -0.163 -0.240 -0.063 -0.255 0.315 0.319

(2)
A molecular structure, C17H12F5N5O2OsS. Source: OMol25; level of theory: ωB97M-V/def2-TZVPD.

**E_LUMO**: -8.264 eV
**HOMO-LUMO gap**: 6.87 eV
**Charge**: +2
**HOMO**: -15.13 eV

CARTESIAN COORDINATES (ANGSTROEM)
Os (0.5079, -0.4503, -0.8697)
N (1.6025, -0.7253, 6.1523)
C (0.5506, -0.2694, 5.4441)
O (-0.4277, 0.2704, 5.9056)
C (0.6324, -0.4046, 3.9354)
C (1.8025, -0.2584, 3.2031)
C (1.7438, -0.2704, 1.8241)
N (0.5809, -0.4387, 1.1678)
C (-0.5577, -0.6091, 1.8749)
C (-0.5640, -0.5800, 3.2491)
H (1.5434, -0.6724, 7.1582)
H (2.2902, -1.3421, 5.7568)
H (2.7581, -0.1019, 3.6848)
H (2.6287, -0.1471, 1.2174)
H (-1.4642, -0.7670, 1.3081)
H (-1.4921, -0.6757, 3.7957)
S (3.9467, -2.3628, -2.7999)
C (2.9758, -1.6476, -1.8573)
N (2.2414, -1.1307, -1.0109)
C (-0.1385, 4.8532, 0.2614)
N (0.0289, 3.6183, -0.5210)
C (0.0882, 3.5428, -1.9027)
C (0.2526, 2.2438, -2.2222)
N (0.3005, 1.5142, -1.0343)
C (0.1601, 2.4035, -0.0282)
H (-0.4014, 5.6546, -0.4216)
H (0.7936, 5.0955, 0.7651)
H (-0.9390, 4.7187, 0.9836)
H (0.0080, 4.4192, -2.5223)
H (0.3447, 1.7781, -3.1873)
H (0.1446, 2.1666, 1.0226)
F (-2.6813, -3.2564, -5.8103)
C (-2.2659, -2.8651, -4.6264)
C (-2.8960, -3.3312, -3.4775)
F (-3.9072, -4.1642, -3.5836)
C (-2.4686, -2.9263, -2.2180)
F (-3.0713, -3.3730, -1.1314)
C (-1.4032, -2.0476, -2.1095)
O (-0.9400, -1.6268, -0.8834)
C (-0.8005, -1.6040, -3.2683)
F (0.2663, -0.7245, -3.0917)
C (-1.1945, -1.9830, -4.5298)
F (-0.5795, -1.5234, -5.6028)

Forces on the atoms, in the same order (eV/Å):
-0.0656 0.0089 0.0120
0.0139 0.0012 0.0007
-0.0280 -0.0033 0.0024
0.0078 0.0015 -0.0013
0.0046 0.0033 0.0000
-0.0016 -0.0026 -0.0054
-0.0098 -0.0058 0.0035
0.0166 0.0018 0.0108
0.0128 0.0006 0.0004
-0.0092 0.0012 -0.0122
-0.0014 -0.0004 0.0006
0.0023 -0.0005 0.0021
0.0002 0.0020 -0.0024
0.0006 0.0026 0.0051
-0.0021 0.0002 -0.0080
0.0024 -0.0022 0.0050
0.0594 0.0550 0.0030
-0.1351 -0.1037 0.0097
0.1199 0.0115 -0.0253
0.0050 0.0066 0.0009
-0.0065 -0.0047 0.0020
0.0075 0.0039 -0.0061
0.0092 -0.0120 0.0015
-0.0140 0.0227 -0.0051
-0.0137 -0.0194 -0.0050
-0.0095 -0.0012 0.0016
0.0021 0.0039 -0.0056
0.0064 -0.0024 0.0051
-0.0030 0.0003 0.0003
0.0047 -0.0003 0.0011
0.0065 -0.0009 0.0016
-0.0022 0.0006 -0.0004
0.0010 -0.0050 0.0081
0.0084 0.0056 -0.0013
-0.0035 -0.0014 0.0001
0.0019 -0.0024 0.0051
-0.0033 0.0007 -0.0012
-0.0084 -0.0065 -0.0313
0.0317 0.0358 0.0163
-0.0028 0.0054 0.0029
-0.0110 -0.0034 0.0076
0.0053 0.0026 0.0007
0.0007 0.0002 0.0004

Mulliken population analysis, charges in e, atoms 1 to 8: 0.935 -0.358 0.128 -0.546 0.605 -0.740 0.021 -0.117

(3)
A molecular structure, C31H24Cl3N6O3S3V. Source: OMol25; level of theory: ωB97M-V/def2-TZVPD.

**E_LUMO (alpha / beta)**: 2.443 / 1.717 eV
**HOMO-LUMO gap (alpha / beta)**: 6.10 / 6.87 eV
**2S+1**: 4
**Energy above the lowest of the compared OMol25 structures with the same formula, charge and spin**: 39.46 kJ/mol
**Charge**: -1
**HOMO (alpha / beta)**: -3.66 / -5.15 eV
**⟨S²⟩**: 3.802

CARTESIAN COORDINATES (ANGSTROEM)
V (0.4720, 0.2055, 0.5763)
C (-0.9657, 5.5055, 0.6653)
S (-1.4583, 4.5527, -0.7778)
C (-0.7220, 2.9647, -0.4858)
S (0.2510, 2.6825, 0.8894)
N (-1.0149, 2.1267, -1.4321)
N (-0.4953, 0.8592, -1.2323)
C (-0.4984, 0.1416, -2.3258)
C (-0.1832, -1.2257, -2.4970)
C (-0.1310, -1.7173, -3.8217)
C (0.1429, -3.0199, -4.1116)
C (0.3971, -3.9097, -3.0261)
C (0.3223, -3.4426, -1.7625)
N (0.0071, -2.1387, -1.4533)
H (-1.3794, 6.5026, 0.5071)
H (-1.3713, 5.0814, 1.5803)
H (0.1170, 5.5715, 0.7466)
H (-0.7910, 0.6557, -3.2359)
H (-0.3102, -1.0014, -4.6140)
H (0.1875, -3.3634, -5.1366)
H (0.6902, -4.9375, -3.1897)
H (0.5628, -4.0664, -0.9169)
C (5.5738, -4.6417, 2.1265)
C (4.7865, -3.3728, 2.3244)
C (3.4511, -3.4274, 2.7210)
C (2.7046, -2.2732, 2.8848)
C (3.2986, -1.0423, 2.6469)
C (4.6168, -0.9644, 2.2302)
C (5.3554, -2.1292, 2.0737)
S (2.4790, 0.4619, 3.1248)
O (3.0612, 1.5343, 2.3650)
O (2.6323, 0.5249, 4.5598)
N (0.9541, 0.1891, 2.6707)
C (-0.1187, 0.4032, 3.5341)
C (-0.1168, 0.6229, 4.9072)
C (-1.3110, 0.7508, 5.6362)
C (-2.5441, 0.6687, 5.0534)
C (-2.6073, 0.4664, 3.6602)
C (-3.8266, 0.3821, 2.9581)
C (-3.8259, 0.1984, 1.6067)
C (-2.5905, 0.1051, 0.9447)
N (-1.4477, 0.1786, 1.5739)
C (-1.4100, 0.3521, 2.9177)
H (5.1317, -5.2518, 1.3344)
H (5.5906, -5.2462, 3.0363)
H (6.6048, -4.4269, 1.8446)
H (2.9840, -4.3919, 2.8950)
H (1.6601, -2.3195, 3.1727)
H (5.0525, 0.0076, 2.0323)
H (6.3849, -2.0701, 1.7362)
H (0.8153, 0.6937, 5.4391)
H (-1.2304, 0.9170, 6.7047)
H (-3.4587, 0.7617, 5.6268)
H (-4.7546, 0.4687, 3.5128)
H (-4.7426, 0.1376, 1.0363)
H (-2.5396, -0.0248, -0.1271)
Cl (6.2694, -0.3664, -4.4591)
C (5.0554, -0.2801, -3.2082)
C (4.7120, -1.4204, -2.5089)
C (3.7468, -1.3369, -1.5237)
Cl (3.3010, -2.7772, -0.6717)
C (3.0854, -0.1341, -1.1747)
O (2.1874, -0.0823, -0.2394)
C (3.4765, 0.9895, -1.9438)
Cl (2.6993, 2.4968, -1.6241)
C (4.4389, 0.9249, -2.9343)
H (5.1805, -2.3708, -2.7254)
H (4.6983, 1.8182, -3.4863)
N (-0.4424, -2.6002, 0.8209)
C (-0.1118, -1.7346, -0.0582)
H (-0.6541, -3.5291, 0.4444)

Forces on the atoms, in the same order (eV/Å):
-0.0658 0.5899 -0.0175
0.0426 0.0360 0.0213
0.0033 -0.0583 -0.0797
-0.1160 0.0125 -0.1109
-0.0426 -0.1676 0.1750
0.1131 0.0359 0.0935
0.0997 -0.3631 -0.1386
-0.0178 0.0594 0.0192
-0.0379 0.0333 0.1550
0.0121 -0.0528 -0.0253
-0.0204 0.0594 -0.0060
0.0181 -0.0358 0.0045
0.0021 0.0540 -0.0369
0.0208 -0.0758 -0.0603
-0.0007 -0.0245 0.0010
0.0007 -0.0166 0.0006
-0.0156 -0.0147 -0.0069
-0.0044 0.0474 -0.0472
0.0003 -0.0110 0.0168
0.0028 0.0147 0.0362
-0.0143 0.0289 -0.0065
0.0061 0.0033 0.0102
-0.0175 0.0008 -0.0139
0.0090 0.0116 -0.0179
-0.0065 -0.0233 0.0035
-0.0560 0.0148 -0.0238
0.0887 0.0624 0.0932
0.0146 0.0414 -0.0188
-0.0342 -0.0466 -0.0237
0.1964 -0.2890 -0.2049
-0.0030 0.0064 -0.0805
0.0229 0.0318 0.0778
-0.0753 0.2141 0.0904
-0.1022 -0.1294 0.2328
0.1325 -0.0099 -0.1149
-0.1144 0.0123 0.0151
0.0820 0.0177 0.0852
0.1416 0.0107 0.0501
-0.0582 -0.0096 -0.0784
-0.0148 0.0259 -0.0095
-0.1432 -0.0152 -0.0180
0.3289 0.0079 -0.2197
-0.1800 -0.1052 0.0378
0.0103 0.0201 0.0195
-0.0145 0.0164 -0.0140
-0.0118 0.0095 0.0076
0.0196 0.0221 -0.0045
0.0497 -0.0039 -0.0033
-0.0188 -0.0330 0.0144
-0.0274 0.0005 0.0147
-0.0209 -0.0178 -0.0433
-0.0132 -0.0064 -0.0200
0.0219 0.0010 -0.0089
0.0106 -0.0015 -0.0179
0.0089 -0.0066 0.0136
-0.0257 -0.0095 -0.0519
0.0304 -0.0029 -0.0240
-0.0186 -0.0368 0.0145
0.0258 -0.0517 -0.0054
-0.1816 0.1693 0.1302
0.0531 -0.0491 0.0559
-0.1031 -0.1400 -0.1380
0.2903 0.1139 0.0191
-0.1138 -0.1319 0.1772
-0.0007 0.0528 -0.0172
0.0004 0.0978 -0.0197
-0.0148 0.0307 0.0061
-0.0142 -0.0286 0.0221
0.0341 0.1786 -0.1316
-0.1785 -0.1910 0.1706
0.0050 0.0141 -0.0252

Mulliken population analysis, charges in e, atoms 1 to 8: 0.007 -0.765 -0.108 0.401 -0.420 -1.384 1.347 -1.196

(4)
A single C5H13NO molecule. Source: OMol25; level of theory: ωB97M-V/def2-TZVPD.

**E_LUMO**: 0.923 eV
**HOMO-LUMO gap**: 9.55 eV
**Energy above the lowest of the compared OMol25 structures with the same formula, charge and spin**: 345.85 kJ/mol
**HOMO**: -8.62 eV
**SMILES**: CN[C@@H](C)CCO

CARTESIAN COORDINATES (ANGSTROEM)
C (1.0531, 1.4981, 1.6231)
N (0.7490, 0.2237, 1.0404)
C (-0.2677, 0.4204, -0.0236)
C (-0.4034, -0.8042, -0.9723)
C (-0.6207, -2.3380, -0.1575)
O (-1.7850, -3.1780, -0.5874)
C (-0.0202, 1.8587, -0.8655)
H (0.2262, 2.2262, 1.6781)
H (1.8802, 2.1797, 1.3562)
H (1.3600, 1.2837, 2.7459)
H (1.6556, -0.1818, 0.8452)
H (-1.1942, 0.5620, 0.4505)
H (0.4255, -0.8561, -1.6432)
H (-1.3707, -0.7278, -1.4569)
H (-0.5348, -2.1979, 0.9245)
H (0.1911, -2.9635, -0.5906)
H (-1.5877, -3.4037, -1.4860)
H (0.3089, 1.4314, -1.7576)
H (-0.9392, 2.5852, -0.6461)
H (0.8739, 2.3820, -0.4772)

Forces on the atoms, in the same order (eV/Å):
0.7715 1.0213 4.8143
-0.3651 1.0394 -0.5714
2.0924 0.6699 -1.4250
-1.6948 -1.5919 2.8606
0.8964 0.4465 -2.9283
0.7226 2.1949 1.7169
-1.1638 -0.6221 3.5835
-0.1623 -0.8362 0.0234
0.1511 -0.8345 -1.0368
-0.7635 0.4920 -1.7903
-0.4080 -0.4981 -0.9391
-1.2014 -0.0036 0.9895
0.4500 -0.2695 -0.5931
0.1023 0.2623 -0.6397
-0.4934 -0.3017 -0.3714
0.1686 0.6915 1.0369
0.0612 -0.2217 -0.7159
-0.4757 0.4374 -2.4440
1.9046 -1.7533 -1.5166
-0.5927 -0.3225 -0.0534

Mulliken population analysis, charges in e, atoms 1 to 8: -1.110 -0.282 0.159 -0.852 -0.474 -0.534 -1.079 0.382

(5)
A molecular structure, C26H46CeO2P2. Source: OMol25; level of theory: ωB97M-V/def2-TZVPD.

**E_LUMO (alpha / beta)**: -4.074 / -4.019 eV
**HOMO-LUMO gap (alpha / beta)**: 5.48 / 5.53 eV
**2S+1**: 2
**Charge**: +1
**HOMO (alpha / beta)**: -9.55 / -9.55 eV
**⟨S²⟩**: 0.752

CARTESIAN COORDINATES (ANGSTROEM)
Ce (2.7905, 0.4989, -0.3288)
C (4.9378, 0.0056, 1.0520)
C (4.1028, -0.9595, 1.7223)
C (4.3746, -1.6803, -0.4467)
C (5.1210, -0.4495, -0.2998)
C (3.7831, -1.9980, 0.8039)
C (5.4192, 1.2691, 1.6693)
H (4.7979, 1.5511, 2.5319)
H (5.4425, 2.1186, 0.9715)
H (6.4464, 1.1257, 2.0369)
C (5.6739, 0.3055, -1.4442)
H (5.9249, 1.3446, -1.2044)
H (4.9637, 0.3185, -2.2947)
H (6.5814, -0.1943, -1.8178)
C (4.1509, -2.4104, -1.7202)
H (5.0558, -2.9722, -1.9965)
H (3.9237, -1.7397, -2.5606)
H (3.3356, -3.1348, -1.6335)
C (3.0286, -3.2432, 1.1191)
H (3.7183, -4.0557, 1.4027)
H (2.4478, -3.5898, 0.2588)
H (2.3363, -3.0949, 1.9526)
C (3.7741, -0.9633, 3.1718)
H (4.5037, -1.5617, 3.7517)
H (2.7799, -1.3900, 3.3656)
H (3.7735, 0.0489, 3.5958)
C (0.9598, 2.2476, 0.2048)
C (1.7266, 2.0781, 1.3335)
C (1.2249, 1.6486, 2.6817)
C (0.2166, 0.4845, 2.6377)
C (0.5623, -0.5981, 1.6578)
C (0.1817, -0.6559, 0.3578)
C (-0.7174, 0.3402, -0.3418)
C (-0.4634, 1.8443, -0.0706)
H (0.7426, 2.5053, 3.1972)
H (-0.7857, 0.8795, 2.4341)
H (2.0775, 1.3741, 3.3176)
H (-1.1389, 2.2059, 0.7121)
H (1.3786, 2.8676, -0.5921)
H (2.7340, 2.5369, 1.3395)
H (-0.7590, 2.3797, -0.9976)
H (-0.6097, 0.1631, -1.4214)
H (0.3388, -1.6068, -0.1824)
H (-1.7729, 0.0935, -0.1056)
H (0.1868, 0.0247, 3.6447)
H (1.0419, -1.4702, 2.1119)
P (-4.8308, 0.1533, -1.0742)
P (-5.9468, -2.6346, -1.8754)
C (-6.6948, -0.0037, -1.1661)
C (-7.1226, -1.1885, -2.0366)
H (-7.0935, 0.9340, -1.5783)
H (-7.0674, -0.1113, -0.1365)
H (-8.1341, -1.5297, -1.7734)
H (-7.1158, -0.9150, -3.1020)
C (-6.6716, -3.6931, -3.1873)
H (-6.2297, -4.6919, -3.1035)
H (-6.4104, -3.2719, -4.1637)
H (-7.7618, -3.7625, -3.0922)
C (-6.7674, -3.4482, -0.4355)
H (-7.8462, -3.5498, -0.6164)
H (-6.5902, -2.8666, 0.4772)
H (-6.3170, -4.4418, -0.3166)
C (-4.6514, 1.7545, -1.9655)
H (-3.6154, 2.1028, -1.8653)
H (-5.3392, 2.5031, -1.5498)
H (-4.8711, 1.5969, -3.0290)
C (-4.6832, 0.7781, 0.6484)
H (-4.9061, -0.0429, 1.3403)
H (-5.3828, 1.6058, 0.8202)
H (-3.6541, 1.1184, 0.8235)
C (3.2685, 4.6061, -0.2040)
C (4.1286, 3.6187, -0.9455)
O (5.2679, 3.8856, -1.3056)
O (3.5352, 2.4185, -1.1549)
H (3.6119, 5.6265, -0.3950)
H (3.3622, 4.4162, 0.8710)
H (2.2161, 4.5409, -0.4855)

Forces on the atoms, in the same order (eV/Å):
1.5876 -2.0313 -1.9193
-0.7220 -1.0878 -0.5833
0.3542 0.4444 -0.7937
0.1431 0.9283 0.8401
-0.7277 -0.7354 1.1963
0.2003 0.7796 -0.3157
0.5201 0.3891 0.2695
0.2194 -0.0414 -0.1944
0.0690 -0.2028 0.0808
-0.2294 0.2338 -0.0145
0.7610 0.1005 -0.5841
-0.0537 -0.2500 -0.0929
0.2419 0.1126 0.1220
-0.2342 0.1825 -0.0347
0.2770 -0.4246 -0.2726
-0.2570 0.1376 -0.1337
0.0664 -0.0538 0.0068
0.1239 0.0972 -0.0441
-0.0848 -0.2848 0.0813
-0.2495 0.2373 -0.0817
0.0586 -0.0546 0.1325
0.1194 -0.1231 -0.0625
-0.0724 -0.0912 0.6854
-0.3141 0.2697 -0.2473
0.2808 0.0331 0.0192
0.1003 -0.2661 -0.0398
-0.0982 1.0435 1.7780
-1.8886 2.0365 -0.1070
0.0762 -0.3107 0.4433
-0.2367 0.0399 0.4793
-0.3409 -0.5333 -0.5624
-0.2938 -0.3606 1.0460
0.1595 -0.2575 -0.3171
-0.5111 0.3424 -0.2898
0.2835 -0.2713 -0.3768
0.1675 -0.1556 0.0125
-0.1861 0.0277 -0.2142
0.2101 -0.0688 0.0259
0.2947 -0.6432 0.1340
-0.4627 -0.2381 -0.1585
0.0409 -0.2417 0.6333
-0.1709 0.0338 0.1708
0.1491 0.4469 0.2422
0.4660 0.0967 -0.1760
-0.1054 0.2900 -0.4821
0.0645 0.2601 -0.4744
0.0542 0.3849 -0.0079
-0.6165 -0.2822 -0.0415
0.1951 0.0387 0.0028
0.2526 -0.3061 -0.1232
-0.0097 -0.1669 0.2814
0.0504 -0.0139 -0.2803
0.1583 0.1384 -0.2080
-0.0538 0.0292 0.2372
-0.0181 -0.0224 -0.0511
-0.1314 0.1201 -0.1199
-0.0851 -0.1650 0.0832
0.1500 -0.0568 -0.0998
0.1762 -0.0593 -0.0182
0.2202 -0.0166 0.1532
-0.0876 -0.1822 -0.1037
-0.1762 0.1854 0.1366
0.0029 0.0591 0.0460
-0.2078 0.0410 -0.1099
0.2012 -0.0232 -0.1845
0.0798 0.1278 0.2145
-0.1152 0.0959 0.0648
0.0718 0.2104 -0.0447
0.1881 -0.0936 0.1474
-0.2142 0.0008 0.0747
0.0407 0.5750 0.0013
1.0988 -0.2326 -0.8840
-1.6290 -0.6999 0.5446
0.4307 0.5621 0.4487
0.0522 -0.2499 0.0588
-0.0497 0.1299 -0.1176
0.1751 0.0360 0.0723

Mulliken population analysis, charges in e, atoms 1 to 8: 0.556 0.193 0.709 0.477 0.511 0.581 -1.319 0.290

(6)
3 unconnected molecules or ions with the total composition C2H10NOS2. Source: OMol25; level of theory: ωB97M-V/def2-TZVPD.

**E_LUMO**: -8.945 eV
**HOMO-LUMO gap**: 4.04 eV
**Energy above the lowest of the compared OMol25 structures with the same formula, charge and spin**: 480.28 kJ/mol
**Charge**: +1
**HOMO**: -12.99 eV

CARTESIAN COORDINATES (ANGSTROEM)
N (0.3007, 2.9278, 1.2005)
C (-0.7187, 2.3273, 0.4739)
C (-0.7851, 0.6934, 0.6993)
S (0.2393, -0.1948, -0.3035)
S (-1.3204, -3.3605, -1.0930)
H (-0.6165, -2.3037, -1.4770)
H (1.2446, 2.6058, 1.0724)
H (0.0855, 3.1836, 2.1418)
H (-0.6167, 2.5396, -0.5758)
H (-1.6615, 2.7554, 0.7484)
H (-0.6186, 0.4927, 1.7439)
H (-1.8021, 0.4441, 0.3586)
H (-1.5923, -3.6524, -2.3778)
H (2.1690, 0.7424, 0.4914)
H (3.6326, 1.0728, 0.0328)
O (2.9229, 1.3280, 0.6307)

Forces on the atoms, in the same order (eV/Å):
-0.8440 -1.0784 -0.2429
0.9739 2.6945 -0.3761
-0.0180 -2.1235 -0.1212
-0.1190 0.3074 -0.1303
-0.2119 -0.3366 0.0218
0.3696 0.2617 -0.1746
0.6694 0.2706 -0.2892
-0.0303 0.2095 0.5579
0.2010 -0.5828 -0.5359
-0.6904 -0.3218 0.5342
-0.0514 0.1929 0.4011
-0.1394 0.5730 0.0722
-0.0942 0.0355 0.1432
0.5713 -0.5676 -0.0432
-0.1039 -0.1158 -0.1002
-0.4828 0.5815 0.2832

Mulliken population analysis, charges in e, atoms 1 to 8: -0.234 -0.510 -0.302 0.034 -0.203 0.037 0.258 0.277

| no. | largest force on an atom (eV/Å) |
| --- | --- |
| 1 | 5.97 |
| 2 | 0.17 |
| 3 | 0.59 |
| 4 | 4.98 |
| 5 | 3.21 |
| 6 | 2.89 |